Entry 1:
Here is a structure of composition C4H8O3 from the OMol25 dataset. Energies are from ωB97M-V with the def2-TZVPD basis set.

Structure (XYZ):
```
15
Properties=species:S:1:pos:R:3:forces:R:3:nbo_charge:R:1
C 2.02574 0.24172 0.30020 -0.01 0.22 -0.19 -0.2622
O 0.59495 0.44164 0.38184 -0.75 0.51 -0.68 -0.4951
C -0.21017 -0.85920 0.19309 -0.54 -0.57 0.21 0.5431
O 0.30441 -1.73685 -0.49148 -0.06 0.27 0.08 -0.6988
C -1.41325 -0.60471 0.75661 0.21 -0.15 0.35 -0.1470
C -0.47709 1.23818 -0.86890 0.93 0.01 0.26 -0.1752
O -2.48873 -1.43746 0.53597 -0.08 -0.34 -0.13 -0.6963
H 2.34364 -0.36726 1.16034 -0.35 0.20 -0.21 0.2137
H 2.49330 1.22387 0.36943 -0.06 -0.07 -0.09 0.1937
H 2.30850 -0.27970 -0.61650 -0.14 0.11 0.08 0.2127
H -1.57256 0.17278 1.49113 0.00 -0.08 -0.19 0.1890
H 0.11669 2.13893 -0.84455 0.12 0.15 -0.24 0.1880
H -1.53718 1.41325 -0.64795 0.74 -0.31 0.44 0.2320
H -0.34040 0.59367 -1.73566 0.16 0.06 0.27 0.2207
H -2.14785 -2.17886 0.01645 -0.16 -0.01 0.05 0.4818
```
Forces are in eV/Å.

Values from the calculation:
- Frontier orbital gap (alpha / beta): 0.240 / 0.240 Ha
- Total charge: 0
- Highest occupied orbital energy (alpha / beta): -6.778 / -6.779 eV

***

Entry 2:
Here is a structure of composition C4H8O3 from the OMol25 dataset. Energies are from ωB97M-V with the def2-TZVPD basis set.

Structure (XYZ):
```
15
Properties=species:S:1:pos:R:3:forces:R:3:nbo_charge:R:1
C 2.31811 -0.13273 1.18234 2.78 -1.50 1.90 0.3041
O 1.42368 0.52330 0.81485 -1.49 2.16 0.17 -0.4392
C 0.54241 -0.37848 -0.56476 0.51 -0.50 -1.35 0.3785
O 0.64514 -1.59448 -0.55169 0.23 -0.11 0.06 -0.6815
C -0.91351 0.11421 0.09413 0.48 0.34 -0.45 0.0583
C -1.73965 0.92410 -0.86858 0.03 0.05 -0.23 -0.6318
O -1.61375 -1.03898 0.50047 0.35 0.02 -0.35 -0.7292
H 2.44396 -1.20722 0.90814 -0.10 0.43 -0.04 0.1617
H 3.01919 0.39282 1.82495 0.72 -0.47 0.39 0.1361
H 1.60680 0.12310 -1.15933 -3.97 -0.30 0.64 0.1403
H -0.76843 0.71131 1.01258 0.41 -0.24 -0.53 0.1760
H -1.21188 1.85048 -1.11217 -0.12 -0.03 -0.12 0.2062
H -2.70447 1.16869 -0.41266 0.15 -0.05 -0.12 0.2205
H -1.90677 0.33582 -1.77351 -0.10 0.18 -0.06 0.2093
H -1.14084 -1.79194 0.10525 0.10 0.00 0.09 0.4906
```
Forces are in eV/Å.

Values from the calculation:
- Frontier orbital gap: 0.344 Ha
- Total charge: 0
- Highest occupied orbital energy: -9.372 eV

***

Entry 3:
Here is a cluster of 3 separate species, C4H8O3 in total from the OMol25 dataset. Energies are from ωB97M-V with the def2-TZVPD basis set.

Structure (XYZ):
```
15
Properties=species:S:1:pos:R:3:forces:R:3:nbo_charge:R:1
C 0.02160 0.11931 -1.66291 0.01 0.03 -0.02 -0.6687
C -0.31323 -0.72693 -0.47662 0.38 0.05 0.06 0.2794
O -1.61792 -1.13814 -0.47507 -0.04 -0.18 0.16 -0.6774
C 0.56163 -1.07539 0.47080 -0.39 -0.09 -0.13 -0.0261
O 1.89989 -0.77236 0.33730 0.10 0.08 0.14 -0.7018
C 0.59235 1.88915 1.91188 1.34 -0.33 0.23 0.5377
O 1.67000 1.55258 2.05449 -1.28 0.47 -0.10 -0.5371
H -0.86964 0.66335 -1.98855 0.13 -0.07 0.07 0.2282
H 0.81395 0.82839 -1.41317 -0.09 -0.12 -0.05 0.2320
H 0.36962 -0.49620 -2.49924 -0.06 0.06 0.09 0.2292
H -2.12294 1.21333 0.29656 -0.02 0.07 0.04 0.0003
H -1.76286 -1.72711 0.27798 -0.02 0.08 -0.12 0.4776
H 0.27459 -1.69693 1.32284 0.04 0.09 -0.14 0.1572
H 2.19385 -0.30365 1.12944 0.03 -0.13 -0.17 0.4797
H -1.71088 1.67057 0.71427 -0.12 -0.02 -0.07 -0.0103
```
Forces are in eV/Å.

Values from the calculation:
- Frontier orbital gap: 0.340 Ha
- Total charge: 0
- Highest occupied orbital energy: -8.386 eV